1.
53
Properties=species:S:1:pos:R:3:forces:R:3 method="wB97M-V/def2-TZVPD" smiles="CSCC[C@H](NC(=O)[C@@H]1CS[C@H]2c3ccccc3C(=O)N12)C(=O)NCc1ccco1" e_lumo_ev=-0.05 e_homo_ev=-8.204 gap_ha=0.300 relative_energy_ev=0.757
C -1.50428 -0.61450 4.26911 0.041 -0.231 -0.378
H -1.89774 -1.05852 5.17698 -0.035 -0.002 0.116
H -2.10725 0.24098 3.97738 -0.045 0.085 0.089
H -0.46868 -0.31768 4.41704 0.036 0.120 0.071
S -1.57832 -1.88772 2.97746 0.115 0.005 -0.072
C -1.29615 -0.82136 1.52629 -0.280 -0.309 0.450
C -2.58043 -0.13481 1.06375 -0.018 0.287 0.016
H -3.23842 0.03214 1.91822 0.022 -0.046 -0.081
H -3.10945 -0.76651 0.34912 -0.038 0.047 -0.016
C -2.29451 1.24203 0.43877 -0.493 -0.210 0.137
N -1.38416 1.13718 -0.67717 0.142 0.085 0.545
C -1.78611 1.16140 -1.95929 0.593 -0.016 -0.262
O -2.90517 1.40784 -2.34540 -0.373 0.054 -0.150
C -0.60567 0.85982 -2.91428 -0.171 0.353 0.108
N -0.02351 -0.43492 -2.61669 -0.089 -0.021 0.152
C 0.99709 -0.64519 -1.73761 -0.291 0.130 0.096
O 1.23911 0.08979 -0.79146 0.374 0.076 0.102
C 1.66022 -1.88437 -2.16908 0.109 -0.470 -0.460
C 2.73290 -2.56195 -1.61643 -0.138 0.127 -0.018
C 3.18981 -3.69432 -2.27145 0.070 0.020 0.114
C 2.58766 -4.13185 -3.44338 -0.080 -0.011 -0.112
C 1.50616 -3.45754 -3.99524 -0.022 0.014 0.016
C 1.05171 -2.32792 -3.34883 0.281 0.177 0.438
C -0.08080 -1.41359 -3.66661 -0.341 0.035 -0.811
H -1.04942 -1.92867 -3.68783 0.146 0.003 0.125
S 0.01287 -0.41091 -5.20977 0.142 -0.085 0.340
C -1.03879 0.82592 -4.37784 -0.064 -0.317 -0.229
H -2.08366 0.51975 -4.45584 0.072 0.153 0.060
H -0.90687 1.78323 -4.87389 -0.051 0.026 0.043
H 1.04349 -3.79766 -4.90855 -0.042 -0.084 -0.104
H 2.96723 -5.01343 -3.93734 0.042 -0.079 -0.036
H 4.02580 -4.24412 -1.86675 0.067 -0.050 0.030
H 3.18938 -2.20977 -0.70479 0.064 0.034 0.101
H 0.16307 1.62754 -2.74511 -0.101 -0.142 -0.025
H -0.44170 0.79991 -0.47912 -0.079 -0.024 -0.180
C -1.76465 2.14889 1.55834 -0.101 -0.055 -0.612
O -2.34262 2.22918 2.62098 -0.119 -0.014 0.322
N -0.62794 2.82378 1.28380 0.480 0.257 -0.155
H -0.15274 2.64975 0.41270 -0.170 -0.006 0.029
C 0.14676 3.43138 2.34558 -0.070 0.032 0.337
C 1.03795 2.41556 2.99631 0.080 -0.414 -0.681
C 1.71527 1.34815 2.48002 -0.305 0.563 0.136
C 2.33519 0.70798 3.58273 -0.057 0.215 0.526
C 1.98846 1.43278 4.67908 0.501 -0.716 -0.153
O 1.20091 2.46593 4.33400 -0.259 0.436 0.103
H 2.22633 1.32361 5.71835 -0.033 0.070 0.163
H 2.94709 -0.16991 3.55426 0.139 -0.183 0.082
H 1.77587 1.04668 1.45319 -0.066 -0.027 -0.266
H 0.72518 4.26164 1.92962 -0.102 -0.055 0.081
H -0.54798 3.81619 3.09690 0.122 0.046 -0.120
H -3.23107 1.66509 0.05773 0.175 0.015 0.121
H -0.53687 -0.09884 1.82767 0.130 0.015 -0.094
H -0.88055 -1.46806 0.75439 0.091 0.082 -0.036

2.
16
Properties=species:S:1:pos:R:3:forces:R:3 method="wB97M-V/def2-TZVPD" smiles=OCC1(CO)CN1 e_lumo_ev=0.84 e_homo_ev=-9.699 gap_ha=0.387 relative_energy_ev=2.786
C -0.93852 -1.09015 -0.30548 0.731 0.604 -0.391
C -0.05126 0.14355 -0.14221 0.767 -0.756 -0.868
C 1.39612 -0.18580 -0.51553 -1.102 -0.695 1.157
C -0.27972 1.20242 0.84122 -0.044 -0.331 2.583
H -2.64694 -0.24215 -0.15014 0.357 -1.059 0.709
H -0.34390 -1.85592 0.15717 -0.196 -0.711 0.487
H -0.93556 -1.35039 -1.38523 -0.474 0.200 0.326
H 1.37376 -0.69494 -1.48108 0.432 -0.026 0.060
H 1.99233 0.70375 -0.53283 0.319 0.760 -0.400
H 1.60098 -0.72547 1.34673 0.670 -0.597 -1.315
H -1.17345 1.12384 1.49647 0.685 0.148 -0.538
H 0.62250 1.58766 1.37428 -0.747 0.044 -0.687
H 0.18120 2.02620 -0.92420 0.426 0.204 -0.523
N -0.53468 1.43770 -0.54834 -1.033 0.534 -0.467
O -2.21195 -1.01757 0.29522 -0.239 1.260 -1.074
O 1.94908 -1.06272 0.47394 -0.551 0.418 0.942

3.
12
Properties=species:S:1:pos:R:3:forces:R:3 method="wB97M-V/def2-TZVPD" e_lumo_ev=-4.16 e_homo_ev=-13.522 gap_ha=0.344 charge=+1 relative_energy_ev=4.096
C -0.04151 -1.74331 -0.00045 0.242 0.069 0.679
C 0.96556 0.31483 0.05948 -3.003 -0.782 -0.369
N -1.06976 -0.99081 -0.05918 -1.671 -2.077 0.244
N -0.86928 0.23407 -0.23033 4.817 3.708 -1.214
N 1.16695 -0.98622 0.09812 -0.508 -0.575 -0.490
N -1.60591 1.28236 0.14735 -0.865 -0.793 2.095
O 1.94222 1.11653 -0.11886 1.080 -1.230 -0.114
H -0.15957 -2.83473 0.06786 0.652 0.789 -0.050
H 2.07792 -1.45886 0.05637 -0.388 0.488 0.133
H -2.37172 1.05849 0.75490 0.105 -0.570 0.971
H -2.00023 1.96068 -0.45564 0.603 0.191 -2.053
H 1.96533 2.04698 -0.31961 -1.064 0.782 0.168

4.
5
Properties=species:S:1:pos:R:3:forces:R:3 method="wB97M-V/def2-TZVPD" e_lumo_ev="-0.19 / -0.38" e_homo_ev="-8.395 / -8.432" gap_ha="0.302 / 0.296" relative_energy_ev=8.723
C -0.65098 -0.37650 -0.67686 1.139 -2.872 -2.619
N 1.57218 -1.21666 -0.83683 -2.528 1.167 0.251
N -0.41830 0.34840 0.30170 4.182 0.768 1.349
H 0.68200 0.40436 0.48154 -2.926 0.406 0.516
H -1.18490 0.84040 0.73045 0.134 0.532 0.504

5.
16
Properties=species:S:1:pos:R:3:forces:R:3 method="wB97M-V/def2-TZVPD" e_lumo_ev=0.47 e_homo_ev=-10.245 gap_ha=0.394 relative_energy_ev=1.903
C 1.73029 -2.33412 -0.76422 0.162 -1.648 0.491
C 0.85323 -1.49123 -0.79616 -0.906 2.800 -0.956
C -0.21577 1.54621 0.89992 -2.097 1.310 2.139
C 0.82388 1.33851 -1.12217 -0.012 -0.401 0.297
C -0.14362 0.21144 -0.82978 0.574 -6.415 -0.407
C -1.27406 -0.65319 1.28669 -3.019 -2.090 -2.221
N -0.54237 0.27031 0.49465 2.166 2.303 0.379
O -0.66535 2.15255 1.85219 0.869 -1.124 -0.593
O 0.52917 2.14853 -0.01244 0.699 1.950 -0.137
F -1.25158 0.02989 -1.63482 1.418 0.251 0.027
H 2.34556 -3.29088 -0.63140 -1.186 2.225 -0.370
H 1.85481 0.98225 -0.95202 -0.453 0.050 -0.791
H 0.66230 1.91521 -2.06929 0.099 -0.830 0.844
H -1.71987 -1.34185 0.45625 0.263 0.994 1.772
H -0.90098 -1.35611 2.03109 1.469 0.536 -0.209
H -2.08564 -0.12753 1.79151 -0.047 0.086 -0.266

6.
64
Properties=species:S:1:pos:R:3:forces:R:3 method="wB97M-V/def2-TZVPD" e_lumo_ev="2.62 / 2.61" e_homo_ev="-1.371 / -4.429" gap_ha="0.147 / 0.259" charge=-1 relative_energy_ev=0.000 spin_multiplicity=6
Mn 0.02998 0.12903 0.19408 0.830 -0.111 -0.120
C -4.34725 -2.21162 -2.81619 -0.018 -0.017 -0.015
C -3.55176 -2.68881 -1.78484 0.066 0.042 0.059
C -2.74845 -1.82366 -1.05553 -0.072 -0.139 -0.098
C -2.74390 -0.46132 -1.33983 0.203 0.154 0.207
C -3.53048 0.01563 -2.38266 -0.111 -0.093 -0.054
C -4.32309 -0.85849 -3.11536 0.033 0.084 0.028
P -2.36739 0.79361 1.21975 0.165 -0.109 0.126
C -3.73491 1.79028 1.25599 -0.290 0.272 0.046
C -5.02416 1.29044 0.81403 0.089 0.131 0.084
C -6.10038 2.13750 0.72980 0.009 0.049 0.007
C -5.99929 3.50695 1.04389 0.129 -0.031 0.026
C -4.72948 4.01297 1.43673 -0.133 -0.035 -0.046
C -3.63528 3.20184 1.53535 0.004 -0.106 -0.066
C -1.33533 1.58333 -1.20406 -0.609 -0.311 0.076
C -2.03723 2.71253 -1.59114 0.170 0.098 -0.152
C -1.30342 3.72123 -2.20814 0.097 -0.012 0.023
C 0.07601 3.59591 -2.38081 -0.130 -0.032 0.020
C 0.75838 2.48494 -1.89073 0.109 0.097 -0.029
C 0.04304 1.47103 -1.27959 -0.318 0.020 0.234
H -4.97251 -2.88788 -3.38570 0.000 0.001 0.000
H -3.54103 -3.74582 -1.54817 -0.003 -0.001 -0.002
H -2.10167 -2.19596 -0.27701 -0.010 -0.025 -0.068
H -3.53626 1.06586 -2.62289 -0.001 0.039 -0.018
H -4.93349 -0.46789 -3.92039 0.001 -0.001 0.001
H -5.13666 0.24644 0.54234 0.006 0.001 -0.007
H -7.05394 1.73618 0.40095 0.000 -0.004 0.000
H -6.85892 4.15898 0.96951 0.000 0.002 -0.004
H -4.62226 5.06840 1.66463 0.000 -0.001 0.000
H -2.67453 3.61064 1.82485 0.009 -0.019 0.004
H -3.09716 2.81518 -1.39428 0.001 0.010 -0.013
H -1.80824 4.62013 -2.53990 0.011 0.006 -0.011
H 0.62832 4.39278 -2.86544 -0.018 0.014 -0.004
H 1.83949 2.43483 -1.96270 -0.012 0.003 0.010
C -1.65125 -2.96414 2.74611 -0.071 0.020 0.026
C -1.51754 -1.69315 1.94442 0.231 -0.067 0.012
N -0.37970 -1.51184 1.24564 -0.523 -0.006 0.285
O 0.54264 -2.58634 1.38960 0.020 0.116 0.009
C -2.57065 -0.78643 1.94022 -0.070 -0.032 0.087
C -3.79413 -1.04467 2.80031 0.017 -0.018 -0.061
N -1.93544 0.40875 -0.53241 -0.015 0.316 -0.321
O -1.00326 1.42130 1.54419 -0.119 -0.292 -0.230
H -1.06087 -3.76915 2.32146 0.007 0.007 -0.027
H -2.69440 -3.26527 2.80373 0.009 -0.008 0.010
H -1.29596 -2.79257 3.76598 0.013 -0.006 -0.013
H 1.33775 -2.21376 0.97721 0.037 -0.044 -0.006
H -3.52429 -1.29526 3.83077 0.004 0.009 -0.002
H -4.41796 -1.86232 2.41941 0.007 0.004 -0.016
H -4.42364 -0.15832 2.84205 0.012 0.012 0.008
C 4.54333 -3.40769 -0.78094 0.007 -0.186 -0.018
Si 4.68173 -1.56155 -0.57777 -0.058 0.026 -0.006
C 5.81221 -1.17323 0.85131 0.122 0.046 0.113
C 5.37877 -0.80468 -2.13213 0.070 0.078 -0.116
C 3.02833 -0.87958 -0.26300 -0.065 0.018 0.030
C 1.90905 -0.42246 -0.09677 0.124 0.067 0.002
H 5.51645 -3.85101 -1.00943 -0.023 -0.020 0.005
H 3.85239 -3.65648 -1.58901 0.018 -0.003 0.006
H 4.16362 -3.86727 0.13439 0.008 -0.009 -0.018
H 6.82346 -1.53552 0.64649 0.003 0.011 0.042
H 5.45891 -1.63957 1.77303 0.001 0.001 -0.013
H 5.86107 -0.09552 1.02082 0.014 -0.017 0.000
H 6.37600 -1.20005 -2.34400 -0.011 0.021 -0.023
H 5.45433 0.27958 -2.02298 0.014 -0.017 -0.020
H 4.73557 -1.00818 -2.99053 0.011 -0.005 0.014